# 1
This record from OMol25 describes a molecular structure, C40H37IN2O2SSiTi. The level of theory is ωB97M-V/def2-TZVPD.

Structure (XYZ):
```
85
Properties=species:S:1:pos:R:3:forces:R:3:mulliken_charge:R:1
Ti 0.81029 -0.39016 -0.71242 -0.062 -0.137 -0.107 -0.13
C 0.44030 0.55152 6.73004 -0.011 0.006 -0.015 -1.81
C -0.12635 -0.11577 5.46959 0.026 -0.015 0.007 2.19
C -1.50263 -0.72394 5.77607 -0.020 -0.006 0.006 -1.65
C 0.81844 -1.24780 5.06365 0.021 0.009 -0.008 -1.74
C -0.29945 0.91462 4.35346 -0.013 0.023 0.031 -0.46
C -1.00077 2.10510 4.61619 -0.001 -0.016 -0.014 -0.47
C -1.23063 3.04891 3.63708 -0.004 -0.005 0.019 -1.39
C -0.77466 2.78545 2.35088 0.003 0.001 -0.013 0.97
S -0.94191 3.73907 0.91674 -0.019 0.023 -0.001 -0.56
C -0.12758 2.48933 0.01331 0.020 -0.022 0.023 0.36
N 0.24452 1.45463 0.70735 0.008 0.025 -0.003 0.62
C -0.09609 1.60185 2.05341 0.006 -0.016 0.002 -1.11
C 0.16340 0.68219 3.07128 0.018 -0.023 -0.015 0.48
C 0.04960 2.56043 -1.43124 0.016 -0.001 -0.021 1.39
C -0.26513 3.73922 -2.11712 -0.013 -0.001 -0.010 -0.97
C -0.15868 3.77960 -3.49110 0.000 0.015 -0.009 -0.91
C 0.25362 2.63123 -4.16222 0.000 -0.021 0.007 -0.99
C 0.56255 1.47838 -3.45887 0.003 0.012 0.008 0.15
C 0.49041 1.38153 -2.05835 -0.026 0.062 0.009 0.29
H 0.57975 -0.19745 7.51327 -0.002 -0.001 -0.004 0.45
H -0.22297 1.32263 7.12466 0.001 0.004 0.005 0.30
H 1.40879 1.01033 6.52035 -0.004 0.000 0.001 0.42
H -1.41842 -1.45617 6.58385 0.000 0.002 0.000 0.44
H -1.89070 -1.23112 4.89057 0.005 0.003 0.003 0.25
H -2.21883 0.04194 6.08414 0.010 0.000 -0.001 0.32
H 0.92323 -1.94332 5.89998 -0.005 -0.001 0.002 0.52
H 1.81123 -0.86593 4.81649 -0.018 -0.001 0.008 0.28
H 0.43243 -1.80482 4.20881 0.002 -0.005 0.009 0.30
H -1.37991 2.29184 5.61283 0.000 0.011 0.004 0.38
H -1.76494 3.96293 3.86334 0.003 0.001 -0.007 0.39
H 0.71233 -0.21121 2.82438 -0.014 0.010 0.002 0.27
H -0.59331 4.62285 -1.57891 0.002 -0.008 0.013 0.40
H -0.39681 4.68537 -4.03524 0.003 -0.002 0.002 0.37
H 0.33023 2.63556 -5.24432 -0.001 0.006 0.000 0.46
H 0.84391 0.60945 -4.04006 0.015 -0.012 -0.008 0.00
O -1.26231 -2.10777 2.46433 0.015 -0.025 0.003 -0.78
C -0.92937 -1.52372 1.44330 -0.022 0.004 0.003 0.52
O 0.23907 -1.48677 0.91776 0.029 0.026 -0.008 -0.68
C -1.98212 -0.74772 0.67159 0.007 -0.008 0.025 0.53
C -3.20976 -0.41701 1.28469 0.000 0.014 -0.002 -0.95
C -4.12006 0.29273 0.56556 0.000 0.004 0.003 -1.20
C -3.85429 0.58929 -0.79326 0.051 -0.019 -0.010 0.95
C -4.78032 1.25772 -1.62768 0.000 0.006 -0.030 -0.74
C -4.49718 1.45851 -2.94850 -0.032 0.018 0.018 -0.75
C -3.28891 0.97909 -3.49897 0.032 -0.017 -0.015 -0.53
C -2.36993 0.34368 -2.71459 0.006 -0.017 -0.019 -0.35
C -2.61848 0.16923 -1.33529 -0.058 0.038 0.053 -0.24
N -1.66690 -0.42744 -0.55683 -0.015 0.023 0.020 1.11
H -3.36140 -0.71619 2.31182 -0.010 0.001 -0.001 0.53
H -5.05767 0.61594 1.00394 0.002 -0.004 0.004 0.41
H -5.71758 1.59586 -1.20090 0.000 0.002 -0.004 0.41
H -5.20708 1.97191 -3.58503 -0.004 -0.001 0.009 0.37
H -3.08978 1.11700 -4.55410 0.010 -0.006 0.001 0.44
H -1.44690 -0.04874 -3.11513 -0.033 0.004 -0.011 0.32
I 3.46764 -0.41773 -3.16793 0.025 0.000 0.018 0.25
C 2.11370 -1.47367 -4.34649 -0.057 -0.024 -0.020 -0.01
C 2.40398 -1.57283 -5.67952 0.037 0.029 -0.009 -0.57
C 1.58490 -2.33779 -6.53198 -0.019 -0.016 0.002 -0.69
C 0.53399 -3.02437 -6.00382 0.003 0.004 0.000 -0.80
C 0.23218 -2.95081 -4.62102 0.013 0.007 0.003 1.00
C -0.81141 -3.75198 -4.09905 0.010 0.010 0.002 -1.02
C -1.07230 -3.72664 -2.76400 0.041 -0.009 -0.038 -1.11
C -0.37328 -2.82563 -1.93225 -0.046 0.018 0.064 -0.04
C 0.61057 -1.95047 -2.35843 0.052 -0.003 -0.045 -0.02
C 0.98318 -2.10692 -3.74356 -0.031 -0.026 0.009 0.88
H 3.27719 -1.07456 -6.07908 -0.001 0.001 0.009 0.38
H 1.81592 -2.39696 -7.58841 0.000 -0.002 0.001 0.37
H -0.08575 -3.65666 -6.63052 0.003 0.002 -0.001 0.34
H -1.36670 -4.39274 -4.77533 0.002 -0.001 0.000 0.32
H -1.83841 -4.36611 -2.33948 0.000 0.005 0.003 0.43
H -0.67342 -2.81404 -0.89140 0.000 -0.002 -0.002 0.29
C 3.31582 -0.10095 2.27623 0.010 -0.008 0.003 -1.20
Si 3.25103 -0.34411 0.37783 0.032 0.052 0.039 0.73
C 4.33278 -1.91300 0.23149 0.002 -0.019 0.000 -1.24
C 4.40379 1.08800 -0.19275 0.039 -0.004 0.003 -1.31
H 4.36356 -0.11429 2.59825 -0.004 0.001 0.003 0.61
H 2.80182 -0.91703 2.79072 0.003 0.013 -0.008 0.02
H 2.87666 0.84358 2.60783 -0.005 -0.005 -0.004 0.24
H 5.31280 -1.74677 0.69412 -0.004 -0.001 -0.003 0.33
H 4.49204 -2.23413 -0.79896 -0.007 0.006 -0.008 0.29
H 3.85066 -2.73950 0.76234 -0.004 0.005 -0.005 0.28
H 5.14244 1.30330 0.58745 -0.007 0.000 0.000 0.43
H 3.84075 2.00555 -0.38661 0.000 -0.004 0.007 0.26
H 4.96954 0.85540 -1.10028 -0.008 0.008 0.008 0.37
```
Positions in Å, forces in eV/Å.

<S²> = 0.7560
charge = -1
total energy = -99089.708 eV
ΔE to the lowest compared entry with this formula, charge and spin = 9.0 kcal per mole
multiplicity = 2


# 2
This record from OMol25 describes a molecular structure, C6H20FHfN10O8. The level of theory is ωB97M-V/def2-TZVPD.

Structure (XYZ):
```
46
Properties=species:S:1:pos:R:3:forces:R:3:mulliken_charge:R:1
Hf 30.12359 26.14460 -18.96551 -1.106 -0.855 0.495 3.59
F 30.34464 27.10250 -21.12605 -0.278 -0.712 2.752 -0.77
C 29.64258 24.78766 -16.69866 0.765 7.151 -10.665 0.79
O 29.63436 24.05134 -17.75921 0.554 -6.050 -0.375 -0.63
O 30.70617 25.53890 -16.73845 6.419 -0.155 3.212 -0.72
O 28.75749 25.71752 -16.99792 -6.238 1.976 2.413 -0.70
C 27.50509 28.66225 -18.86202 2.140 0.893 1.458 0.53
O 28.29744 27.74596 -19.08481 0.039 -1.471 -0.969 -0.64
N 27.33405 29.08577 -17.59338 -0.487 -0.071 0.791 -0.42
N 27.05243 29.48747 -19.80656 -0.820 0.379 -1.790 -0.42
H 27.85960 28.63314 -16.86287 -0.195 -0.376 -0.119 0.20
H 26.84660 29.92917 -17.34832 -0.057 -0.051 -0.167 0.17
H 26.34194 30.18888 -19.69160 0.025 -0.123 0.482 0.18
H 27.32457 29.35090 -20.76594 0.086 -0.377 0.161 0.21
C 27.36190 25.11012 -20.84203 -0.708 0.680 1.095 0.51
O 28.48946 25.09692 -20.34217 0.726 0.300 0.773 -0.45
N 26.45019 24.15323 -20.58887 -0.040 -1.615 0.685 -0.45
N 26.83076 26.11782 -21.56882 0.664 -0.329 0.129 -0.39
H 26.60270 23.49864 -19.83740 0.492 0.101 -0.099 0.24
H 25.50059 24.13698 -20.91402 0.080 0.442 -0.232 0.15
H 27.47005 26.83157 -21.88309 -0.180 -0.132 -0.429 0.27
H 26.02202 25.77144 -22.05183 -0.056 1.058 -0.711 0.18
C 30.80775 29.18423 -17.15091 3.042 -1.820 0.358 0.48
O 30.58907 28.27010 -17.94733 -1.084 -0.613 -0.662 -0.73
N 30.86119 29.04050 -15.80966 -0.972 0.224 0.563 -0.40
N 31.50444 30.27254 -17.55275 -0.417 1.296 -0.553 -0.47
H 31.45334 29.69870 -15.33737 -0.087 -0.085 0.245 0.20
H 30.68944 28.16729 -15.33604 -0.238 -0.204 -0.451 0.27
H 31.71868 30.37900 -18.52966 -0.321 -0.006 0.005 0.21
H 31.44736 31.11360 -17.00222 0.121 0.048 -0.125 0.20
C 31.93063 23.51855 -20.15386 0.000 0.272 0.541 0.54
O 31.15116 24.48212 -20.23142 -0.887 1.045 0.649 -0.64
N 33.16237 23.64686 -20.70027 -0.362 -0.067 -0.010 -0.46
N 31.62706 22.37270 -19.54477 0.631 -0.291 -0.382 -0.32
H 33.29944 24.51216 -21.19157 0.333 -0.117 -0.001 0.24
H 33.89296 22.96936 -20.57894 0.008 0.087 -0.186 0.17
H 32.33158 21.65822 -19.60679 -0.399 -0.335 0.304 0.17
H 30.75127 22.22385 -19.06964 0.013 0.331 0.135 0.24
C 33.43222 27.09531 -19.96522 -1.828 1.548 1.211 0.53
O 32.43771 26.72404 -19.32465 -0.769 -0.693 0.558 -0.74
N 33.42438 28.26076 -20.63841 0.513 -0.315 -0.383 -0.39
N 34.59292 26.47077 -19.82691 1.301 -1.038 -0.150 -0.40
H 32.55879 28.75849 -20.75884 -0.125 -0.345 -0.364 0.23
H 34.23757 28.44958 -21.19876 -0.295 0.511 -0.167 0.20
H 35.42614 26.77333 -20.30122 -0.002 0.077 0.178 0.16
H 34.68747 25.89331 -19.00721 -0.002 -0.172 -0.204 0.28
```
Positions in Å, forces in eV/Å.

charge = +1
total energy = -41852.053 eV
ΔE to the lowest compared entry with this formula, charge and spin = 10.1 kcal per mole
multiplicity = 1